(1)
Density functional theory data (the ωB97M-V functional and the def2-TZVPD basis) for C72H58AsCsF2N2O3 as an isolated structure in a non-equilibrium geometry.

The geometry in XYZ format:
```
139
Properties=species:S:1:pos:R:3:lowdin_charge:R:1
Cs -0.369 -1.052 0.290 1.66
O -1.652 -1.869 -1.615 -0.51
C -2.103 -3.128 -1.409 -0.56
C -3.250 -3.185 -0.301 -0.06
C -2.843 -3.414 1.142 -0.27
C -3.241 -4.566 1.810 -0.04
C -2.967 -4.673 3.166 -0.06
C -2.242 -3.677 3.794 -0.03
C -1.781 -2.600 3.034 -0.27
C -0.770 -1.623 3.581 -0.07
C 0.732 -2.156 3.240 -0.55
O 0.983 -2.132 1.919 -0.53
C 0.790 -3.573 3.861 -0.17
C 0.729 -3.824 5.231 -0.07
C 0.707 -5.125 5.721 -0.11
C 0.743 -6.203 4.840 -0.12
C 0.814 -5.960 3.472 -0.08
C 0.845 -4.654 2.991 0.00
C 1.730 -1.213 3.967 -0.12
C 2.884 -1.662 4.603 -0.04
C 3.804 -0.772 5.152 -0.10
C 3.579 0.597 5.090 -0.12
C 2.442 1.061 4.436 -0.10
C 1.549 0.168 3.859 -0.03
N -2.138 -2.457 1.755 0.02
C -0.976 -4.118 -1.025 -0.17
C -1.239 -5.450 -0.707 -0.04
C -0.213 -6.339 -0.420 -0.09
C 1.111 -5.911 -0.453 -0.12
C 1.391 -4.590 -0.780 -0.07
C 0.353 -3.707 -1.067 -0.09
C -2.709 -3.592 -2.769 -0.12
C -4.028 -3.300 -3.106 -0.04
C -4.515 -3.519 -4.391 -0.10
C -3.687 -4.040 -5.378 -0.13
C -2.365 -4.333 -5.057 -0.10
C -1.888 -4.111 -3.772 -0.03
H -3.737 -2.211 -0.377 0.13
H -3.978 -3.958 -0.558 0.10
H -3.787 -5.339 1.284 0.10
H -3.301 -5.540 3.727 0.10
H -1.993 -3.744 4.845 0.11
H -0.893 -0.645 3.111 0.06
H -0.869 -1.528 4.666 0.12
H 0.693 -2.990 5.926 0.12
H 0.657 -5.300 6.790 0.09
H 0.719 -7.219 5.219 0.08
H 0.834 -6.789 2.772 0.09
H 0.894 -4.429 1.930 0.10
H 3.074 -2.726 4.670 0.11
H 4.698 -1.154 5.634 0.09
H 4.285 1.294 5.526 0.09
H 2.252 2.127 4.370 0.08
H 0.707 0.559 3.296 0.09
H -2.266 -5.802 -0.700 0.11
H -0.445 -7.369 -0.169 0.09
H 1.914 -6.597 -0.208 0.09
H 2.416 -4.237 -0.798 0.11
H 0.556 -2.678 -1.330 0.03
H -4.686 -2.862 -2.366 0.11
H -5.544 -3.269 -4.623 0.09
H -4.062 -4.208 -6.381 0.08
H -1.699 -4.732 -5.814 0.09
H -0.851 -4.331 -3.542 0.12
F -3.465 2.356 -3.191 0.02
C -3.229 2.504 -1.853 -0.28
C -1.997 2.186 -1.331 -0.09
C -1.704 2.376 0.026 -0.11
C -2.751 2.835 0.849 -0.15
C -3.989 3.115 0.277 -0.23
F -5.060 3.501 1.053 0.01
C -4.263 2.982 -1.070 0.03
C -2.515 2.991 2.322 -0.21
C -3.169 3.974 3.079 -0.03
C -2.917 4.088 4.431 -0.10
C -2.010 3.225 5.028 -0.09
C -1.394 2.292 4.210 -0.16
N -1.627 2.167 2.902 0.14
H -1.248 1.783 -2.015 0.08
H -5.239 3.214 -1.472 0.11
H -3.842 4.665 2.595 0.11
H -3.422 4.851 5.014 0.10
H -1.783 3.266 6.086 0.09
H -0.669 1.601 4.632 0.09
C 5.622 4.338 0.804 -0.13
C 4.863 3.878 1.875 -0.11
C 3.569 3.420 1.662 -0.13
C 2.980 3.416 0.394 -0.31
C 3.767 3.861 -0.668 -0.11
C 5.070 4.316 -0.470 -0.11
As 1.009 2.746 0.318 1.36
C 0.730 3.728 -1.359 -0.33
C 1.040 3.303 -2.642 -0.10
C 0.751 4.110 -3.739 -0.08
C 0.154 5.353 -3.544 -0.10
C -0.129 5.796 -2.257 -0.03
C 0.163 4.992 -1.160 -0.18
C -0.041 5.363 0.263 -0.18
C -0.616 6.546 0.720 -0.04
C -0.719 6.786 2.085 -0.10
C -0.239 5.849 2.997 -0.10
C 0.317 4.660 2.541 -0.10
C 0.407 4.408 1.179 -0.31
H 6.629 4.706 0.961 0.08
H 5.282 3.871 2.876 0.09
H 3.003 3.046 2.507 0.06
H 3.366 3.866 -1.676 0.08
H 5.652 4.661 -1.317 0.09
H 1.504 2.337 -2.794 0.08
H 0.985 3.761 -4.738 0.09
H -0.093 5.977 -4.395 0.09
H -0.583 6.770 -2.112 0.10
H -0.990 7.280 0.014 0.10
H -1.182 7.700 2.439 0.09
H -0.321 6.032 4.062 0.09
H 0.666 3.923 3.257 0.09
C 2.650 0.875 -7.822 -0.06
C 2.195 0.546 -6.422 -0.27
C 3.096 0.528 -5.362 -0.02
C 2.688 0.272 -4.057 -0.20
C 3.707 0.302 -2.942 -0.02
C 1.332 0.008 -3.827 -0.11
C 0.797 -0.239 -2.461 -0.26
O 1.287 0.185 -1.435 -0.19
C 0.402 -0.006 -4.882 -0.18
C -1.078 -0.246 -4.646 -0.01
C 0.857 0.274 -6.166 -0.02
H 3.738 0.939 -7.880 0.07
H 2.241 1.836 -8.147 0.08
H 2.313 0.121 -8.536 0.07
H 4.145 0.734 -5.552 0.11
H 4.713 0.366 -3.359 0.07
H 3.642 -0.587 -2.311 0.09
H 3.550 1.152 -2.275 0.07
H -0.124 -0.851 -2.426 0.06
H -1.287 -1.087 -3.979 0.07
H -1.583 -0.428 -5.596 0.08
H -1.544 0.633 -4.188 0.08
H 0.142 0.279 -6.985 0.11
```

Its relative energy (zero: lowest compared OMol25 entry of this formula, charge and spin) is 33.9 kcal/mol. The maximum force is 3.90 eV/A. For the electronic energy, the calculation gives -5569.3300 hartree. As for the frontier orbital gap: 5.35 eV. For the LUMO energy, the calculation gives 3.588 eV. The HOMO energy is -1.8 eV. The total charge is -2.

(2)
Density functional theory data (the ωB97M-V functional and the def2-TZVPD basis) for a 14-piece molecular cluster, C72H67Cl6N11O22 overall in a non-equilibrium geometry.

The geometry in XYZ format:
```
178
Properties=species:S:1:pos:R:3:lowdin_charge:R:1
Cl 6.416 -9.764 -2.416 0.59
C 6.398 -7.985 -2.639 -0.60
C 7.764 -7.419 -2.308 -0.67
Cl 9.142 -8.216 -3.083 0.54
H 5.599 -7.558 -2.038 0.05
H 6.136 -7.834 -3.687 0.05
H 7.847 -7.594 -1.229 0.06
H 7.956 -6.350 -2.354 0.08
Cl -0.004 -13.923 -9.542 0.61
C -1.350 -12.891 -9.103 -0.68
C -1.161 -12.264 -7.742 -0.65
Cl -1.659 -13.329 -6.415 0.63
H -2.280 -13.450 -9.231 0.07
H -1.547 -12.126 -9.860 0.08
H -1.768 -11.371 -7.610 0.06
H -0.118 -12.027 -7.548 0.04
Cl -3.677 -12.272 -0.914 0.62
C -3.389 -12.893 -2.555 -0.62
C -1.948 -12.661 -2.940 -0.66
Cl -0.891 -13.780 -2.028 0.61
H -4.099 -12.378 -3.202 0.07
H -3.654 -13.948 -2.555 0.07
H -1.636 -11.650 -2.668 0.04
H -1.687 -12.672 -3.994 -0.02
C 1.687 -5.119 -9.546 -0.05
C 0.911 -5.518 -8.456 -0.06
C 0.958 -6.821 -7.983 0.01
C 1.628 -7.785 -8.740 -0.15
C 2.277 -7.437 -9.911 0.00
C 2.311 -6.102 -10.290 -0.07
N 1.606 -9.170 -8.314 -0.32
O 0.645 -9.540 -7.660 0.08
O 2.587 -9.855 -8.558 0.08
H 1.838 -4.105 -9.888 0.11
H 0.302 -4.797 -7.927 0.08
H 0.489 -7.033 -7.030 0.10
H 2.785 -8.233 -10.437 0.12
H 2.890 -5.922 -11.188 0.11
C 8.888 -12.504 -0.075 -0.06
C 8.650 -12.486 -1.446 -0.07
C 7.518 -13.086 -1.962 -0.02
C 6.565 -13.536 -1.054 -0.15
C 6.803 -13.604 0.289 -0.03
C 7.983 -13.081 0.814 -0.05
N 5.188 -13.761 -1.552 -0.31
O 4.333 -14.028 -0.733 0.09
O 4.990 -13.652 -2.744 0.03
H 9.698 -11.925 0.350 0.11
H 9.343 -11.945 -2.076 0.11
H 7.329 -13.162 -3.023 0.12
H 6.024 -13.916 0.971 0.12
H 8.131 -13.013 1.881 0.11
C -1.066 -11.918 2.341 -0.07
C -0.605 -12.042 1.049 -0.10
C -0.607 -10.953 0.182 -0.03
C -1.190 -9.779 0.638 -0.16
C -1.694 -9.646 1.934 0.01
C -1.659 -10.744 2.774 -0.06
N -1.280 -8.659 -0.272 -0.34
O -1.183 -8.870 -1.464 0.05
O -1.467 -7.563 0.199 0.09
H -0.912 -12.739 3.031 0.11
H -0.218 -12.988 0.694 0.09
H -0.258 -10.978 -0.841 0.10
H -2.199 -8.730 2.204 0.12
H -2.111 -10.627 3.750 0.11
C 0.829 -19.147 -6.282 -0.06
C 1.312 -18.112 -7.082 -0.05
C 1.449 -16.831 -6.560 0.00
C 1.277 -16.629 -5.207 -0.14
C 0.865 -17.637 -4.350 0.00
C 0.678 -18.882 -4.920 -0.08
N 1.563 -15.285 -4.685 -0.33
O 2.122 -15.197 -3.612 0.07
O 1.222 -14.341 -5.365 0.04
H 0.597 -20.118 -6.691 0.11
H 1.546 -18.238 -8.131 0.11
H 1.691 -15.996 -7.202 0.10
H 0.822 -17.548 -3.275 0.12
H 0.337 -19.728 -4.333 0.11
C -5.244 -9.605 -5.815 -0.07
C -4.096 -9.180 -5.157 -0.06
C -4.047 -9.171 -3.776 -0.01
C -5.193 -9.437 -3.054 -0.15
C -6.396 -9.739 -3.681 0.01
C -6.378 -9.861 -5.074 -0.07
N -5.188 -9.348 -1.592 -0.38
O -6.140 -9.760 -0.991 0.08
O -4.214 -8.866 -1.074 0.06
H -5.323 -9.645 -6.893 0.11
H -3.203 -8.954 -5.724 0.09
H -3.106 -9.001 -3.267 0.10
H -7.336 -9.899 -3.176 0.12
H -7.252 -10.317 -5.525 0.11
C 3.402 -10.784 1.513 -0.06
C 2.485 -9.741 1.726 -0.04
C 2.901 -8.444 1.511 0.00
C 4.222 -8.212 1.156 -0.16
C 5.091 -9.249 0.865 -0.02
C 4.670 -10.572 1.007 -0.06
N 4.772 -6.866 1.092 -0.36
O 4.153 -6.000 1.653 0.10
O 5.837 -6.693 0.547 0.06
H 3.006 -11.788 1.637 0.11
H 1.477 -9.940 2.056 0.10
H 2.276 -7.576 1.670 0.12
H 6.083 -9.067 0.479 0.10
H 5.347 -11.361 0.717 0.09
C -1.476 -6.002 -5.163 -0.06
C -1.368 -5.158 -6.267 -0.05
C -2.018 -3.942 -6.278 0.01
C -2.714 -3.521 -5.144 -0.15
C -2.848 -4.383 -4.078 -0.02
C -2.216 -5.627 -4.059 -0.04
N -3.226 -2.150 -5.074 -0.37
O -3.389 -1.589 -6.132 0.08
O -3.430 -1.655 -3.991 0.08
H -1.073 -7.006 -5.223 0.02
H -0.723 -5.371 -7.108 0.04
H -1.871 -3.247 -7.093 0.12
H -3.459 -4.097 -3.230 0.12
H -2.331 -6.278 -3.204 0.11
C -0.150 -2.526 -2.495 -0.04
C -0.577 -3.621 -1.737 -0.06
C 0.178 -4.773 -1.667 0.00
C 1.447 -4.769 -2.199 -0.15
C 1.885 -3.761 -3.043 -0.04
C 1.082 -2.651 -3.152 -0.05
N 2.377 -5.890 -1.955 -0.30
O 2.066 -6.733 -1.128 0.05
O 3.384 -5.961 -2.627 0.07
H -0.717 -1.609 -2.524 0.11
H -1.550 -3.542 -1.268 0.11
H -0.129 -5.685 -1.179 0.10
H 2.891 -3.774 -3.433 0.11
H 1.414 -1.794 -3.728 0.11
C 4.168 -12.856 -5.500 -0.08
C 4.849 -14.068 -5.452 -0.06
C 4.773 -14.951 -6.515 0.01
C 3.979 -14.632 -7.621 -0.17
C 3.354 -13.401 -7.672 -0.01
C 3.364 -12.553 -6.570 -0.07
N 3.877 -15.575 -8.752 -0.34
O 3.467 -15.204 -9.837 0.07
O 4.162 -16.744 -8.511 0.05
H 4.195 -12.185 -4.648 0.09
H 5.502 -14.231 -4.606 0.08
H 5.254 -15.921 -6.507 0.12
H 2.743 -13.193 -8.544 0.09
H 2.865 -11.593 -6.607 0.09
C 2.785 -10.755 -2.284 -0.05
C 2.081 -11.686 -3.045 -0.06
C 1.026 -11.243 -3.825 0.00
C 0.665 -9.896 -3.847 -0.14
C 1.354 -8.974 -3.055 -0.03
C 2.436 -9.415 -2.326 -0.07
N -0.417 -9.470 -4.690 -0.27
O -1.289 -10.278 -4.943 0.07
O -0.424 -8.317 -5.060 0.02
H 3.594 -11.082 -1.644 0.08
H 2.382 -12.725 -3.073 0.08
H 0.548 -11.978 -4.464 0.10
H 1.060 -7.938 -2.971 0.10
H 2.958 -8.786 -1.611 0.09
C 5.418 -8.159 -6.896 -0.06
C 4.572 -8.666 -5.916 -0.07
C 3.582 -7.854 -5.368 0.01
C 3.400 -6.558 -5.849 -0.14
C 4.184 -6.119 -6.899 -0.01
C 5.221 -6.893 -7.408 -0.05
N 2.394 -5.654 -5.274 -0.31
O 2.578 -4.462 -5.422 0.07
O 1.456 -6.148 -4.681 0.07
H 6.218 -8.826 -7.196 0.11
H 4.766 -9.646 -5.503 0.10
H 2.942 -8.316 -4.621 0.09
H 4.081 -5.138 -7.346 0.12
H 5.792 -6.488 -8.230 0.11
```

The maximum force is 2.10 eV/A. For the electronic energy, the calculation gives -7801.5835 hartree. As for the frontier orbital gap: 8.48 eV. For the LUMO energy, the calculation gives -0.890 eV. The HOMO energy is -9.4 eV.

(3)
Density functional theory data (the ωB97M-V functional and the def2-TZVPD basis) for a 9-piece molecular cluster, C72H74Br2FNO5 overall in a non-equilibrium geometry.

The geometry in XYZ format:
```
155
Properties=species:S:1:pos:R:3:lowdin_charge:R:1
C 8.142 6.394 -1.058 -0.03
C 7.382 5.217 -0.489 -0.15
C 7.103 3.811 -1.326 -0.18
C 5.487 3.763 -1.711 -0.02
C 4.391 2.773 -0.927 -0.01
C 5.052 1.797 0.243 -0.06
C 5.812 0.475 -0.436 -0.24
O 6.185 -0.525 0.404 -0.03
O 6.060 0.385 -1.909 -0.04
C 2.766 2.744 -1.322 0.03
C 1.703 1.752 -0.514 -0.20
F 1.775 1.939 0.984 -0.12
C 1.897 0.147 -0.943 -0.16
C 0.496 -0.345 -1.713 -0.14
C 2.297 3.765 -2.561 -0.02
C 0.694 3.771 -2.928 -0.12
C -0.032 4.704 -1.745 -0.16
N -1.453 5.098 -2.083 -0.15
C -2.480 4.411 -1.212 -0.23
C -2.398 4.776 0.384 -0.12
C -1.618 6.601 -2.121 -0.29
C -2.039 7.258 -3.588 -0.03
O -1.419 7.453 -1.112 -0.03
C 3.395 4.745 -3.340 0.03
C 5.018 4.776 -2.935 0.02
C 6.015 5.819 -3.733 -0.21
O 7.290 5.594 -4.059 -0.03
C 5.309 7.263 -4.198 -0.51
Br 6.313 9.010 -4.257 0.63
C 3.837 7.226 -4.570 -0.50
Br 2.827 8.904 -5.113 0.61
C 2.969 5.796 -4.565 -0.22
O 2.053 5.536 -5.500 -0.03
H 9.144 6.119 -1.622 0.08
H 7.757 7.503 -0.910 0.07
H 7.027 5.347 0.637 0.11
H 7.445 2.937 -0.626 0.09
H 7.776 3.722 -2.307 0.13
H 4.287 1.451 1.058 0.13
H 5.857 2.469 0.811 0.13
H 7.049 0.551 -2.099 0.14
H 0.566 1.991 -0.785 0.12
H 2.750 -0.003 -1.746 0.12
H 2.035 -0.553 0.003 0.13
H 0.484 0.020 -2.849 0.09
H -0.473 0.097 -1.194 0.08
H 0.379 -1.508 -1.749 0.07
H 0.337 2.639 -2.856 0.10
H 0.437 4.126 -4.013 0.12
H 0.598 5.718 -1.739 0.14
H 0.114 4.216 -0.692 0.12
H -2.466 3.225 -1.288 0.13
H -3.576 4.722 -1.567 0.13
H -3.319 5.414 0.784 0.09
H -1.426 5.400 0.577 0.07
H -2.262 3.762 0.998 0.07
H -3.030 7.856 -3.419 0.09
H -1.153 7.967 -3.950 0.10
H -2.107 6.396 -4.377 0.08
C -2.177 -4.741 -2.134 -0.11
C -2.102 -5.906 -2.896 -0.11
C -1.906 -5.827 -4.275 -0.09
C -1.774 -4.581 -4.889 -0.09
C -1.845 -3.416 -4.126 -0.10
C -2.051 -3.495 -2.749 -0.10
H -2.334 -4.803 -1.060 0.10
H -2.198 -6.876 -2.416 0.11
H -1.854 -6.734 -4.870 0.10
H -1.615 -4.519 -5.963 0.10
H -1.740 -2.446 -4.605 0.10
H -2.111 -2.587 -2.156 0.09
C 0.372 -5.858 0.353 -0.09
C 0.804 -6.277 -0.904 -0.09
C 1.760 -7.287 -1.014 -0.08
C 2.277 -7.884 0.136 -0.09
C 1.842 -7.468 1.394 -0.09
C 0.893 -6.452 1.503 -0.09
H -0.371 -5.069 0.438 0.08
H 0.396 -5.816 -1.801 0.09
H 2.101 -7.608 -1.994 0.08
H 3.018 -8.674 0.051 0.10
H 2.244 -7.935 2.290 0.10
H 0.558 -6.123 2.483 0.08
C -1.877 -4.652 6.813 -0.11
C -1.802 -5.817 6.050 -0.11
C -1.606 -5.738 4.672 -0.09
C -1.474 -4.492 4.057 -0.09
C -1.545 -3.327 4.820 -0.09
C -1.751 -3.406 6.198 -0.09
H -2.034 -4.714 7.887 0.10
H -1.898 -6.788 6.531 0.11
H -1.554 -6.645 4.077 0.10
H -1.315 -4.430 2.984 0.09
H -1.440 -2.357 4.341 0.10
H -1.811 -2.498 6.791 0.10
C -6.337 -6.441 6.683 -0.09
C -5.118 -6.306 7.346 -0.09
C -4.957 -6.836 8.626 -0.09
C -6.014 -7.510 9.239 -0.10
C -7.232 -7.648 8.575 -0.10
C -7.396 -7.110 7.299 -0.10
H -6.464 -6.024 5.687 0.10
H -4.293 -5.787 6.866 0.07
H -4.009 -6.725 9.145 0.10
H -5.887 -7.928 10.235 0.10
H -8.054 -8.175 9.052 0.10
H -8.347 -7.213 6.783 0.10
C 4.780 9.208 0.516 -0.09
C 4.248 9.022 1.792 -0.10
C 3.518 7.870 2.082 -0.09
C 3.327 6.899 1.099 -0.09
C 3.862 7.084 -0.176 -0.09
C 4.585 8.240 -0.469 -0.10
H 5.346 10.108 0.289 0.10
H 4.403 9.775 2.560 0.10
H 3.098 7.728 3.074 0.10
H 2.762 5.999 1.326 0.10
H 3.715 6.326 -0.942 0.07
H 4.997 8.386 -1.464 0.06
C -4.998 1.039 3.130 -0.09
C -3.973 1.943 3.407 -0.10
C -3.024 1.645 4.385 -0.09
C -3.095 0.437 5.079 -0.10
C -4.118 -0.469 4.799 -0.10
C -5.072 -0.167 3.828 -0.09
H -5.739 1.273 2.370 0.08
H -3.914 2.881 2.861 0.08
H -2.230 2.352 4.606 0.10
H -2.353 0.202 5.838 0.10
H -4.172 -1.411 5.339 0.10
H -5.872 -0.870 3.614 0.10
C 2.847 -7.802 -5.505 -0.10
C 3.669 -8.493 -4.615 -0.10
C 4.272 -9.688 -5.007 -0.10
C 4.060 -10.188 -6.292 -0.10
C 3.241 -9.495 -7.183 -0.10
C 2.631 -8.304 -6.788 -0.10
H 2.374 -6.873 -5.198 0.10
H 3.840 -8.100 -3.616 0.09
H 4.908 -10.230 -4.311 0.10
H 4.534 -11.116 -6.599 0.10
H 3.077 -9.883 -8.185 0.10
H 1.988 -7.768 -7.480 0.10
C -8.207 4.499 -0.590 -0.09
C -7.690 4.321 0.692 -0.09
C -6.532 3.566 0.880 -0.10
C -5.886 2.996 -0.218 -0.11
C -6.401 3.178 -1.501 -0.10
C -7.564 3.925 -1.687 -0.09
H -9.110 5.085 -0.736 0.10
H -8.189 4.770 1.547 0.10
H -6.134 3.421 1.880 0.08
H -4.982 2.412 -0.072 0.10
H -5.896 2.735 -2.356 0.10
H -7.968 4.062 -2.687 0.10
```

Its SMILES is C=CCc1c(CC(=O)O)c([C@H](F)CC)c(CCN(CC)C(C)=O)c2c1C(=O)C(Br)=C(Br)C2=O.c1ccccc1.c1ccccc1.c1ccccc1.c1ccccc1.c1ccccc1.c1ccccc1.c1ccccc1.c1ccccc1. The maximum force is 9.28 eV/A. For the electronic energy, the calculation gives -8465.9768 hartree. As for the frontier orbital gap: 6.47 eV. For the LUMO energy, the calculation gives -2.198 eV. The HOMO energy is -8.7 eV.